# C5H11NO2S

The molecule C5H11NO2S in a non-equilibrium geometry (ωB97M-V with the def2-TZVPD basis set, OMol25).

Geometry as XYZ:
```
20
Properties=species:S:1:pos:R:3
C 2.296 0.878 0.013
C -0.378 0.546 -1.293
C 0.206 -1.624 -0.048
C -1.520 -0.169 0.908
C -0.180 -0.088 0.149
N 2.993 1.341 1.005
O 2.137 -0.318 -2.416
O 0.733 0.739 0.814
S 3.032 0.513 -1.518
H -1.380 0.563 -1.758
H -0.063 1.587 -1.219
H 0.316 -0.008 -1.938
H 0.874 -1.764 -0.859
H -0.713 -2.185 -0.182
H 0.686 -1.980 0.959
H -1.938 0.812 0.874
H -2.138 -0.926 0.483
H -1.323 -0.527 1.940
H 2.445 2.150 1.528
H 3.887 1.790 0.730
```

Values from the calculation:
Gap between HOMO and LUMO = 8.48 eV
Calculated total energy = -800.3883 Ha
HOMO energy = -8.48 eV
Spin multiplicity = 1